Record 1
{
  "formula": "C10H26FeN4O6",
  "method": "ωB97M-V/def2-TZVPD",
  "elements": ["Fe", "O", "O", "O", "O", "O", "O", "N", "N", "N", "N", "C", "C", "C", "C", "C", "C", "C", "C", "C", "C", "H", "H", "H", "H", "H", "H", "H", "H", "H", "H", "H", "H", "H", "H", "H", "H", "H", "H", "H", "H", "H", "H", "H", "H", "H", "H"],
  "positions_angstrom": [[0.6644, 0.5385, -0.1665], [2.7792, 1.1037, 0.0742], [0.9062, -0.2841, 1.8597], [-0.3888, 2.3604, -0.1803], [1.2839, -0.3483, -2.0569], [-1.0960, -0.4339, -0.1283], [0.2286, -4.6579, 0.3442], [-2.9373, -1.4262, -0.4414], [-0.1161, -3.0435, 1.8729], [-2.7441, -0.5158, 1.4787], [1.4126, -2.7240, 0.5218], [-2.2081, -0.6436, 0.3089], [-2.0709, 3.3882, 1.1750], [1.2630, -2.0859, -3.5316], [-0.8485, -0.6221, -3.4017], [3.1925, 0.7592, 1.4097], [-0.5768, 3.2157, 0.9478], [0.5320, -3.6200, 0.9365], [0.7545, -0.7340, -3.3005], [2.0895, 0.2233, 2.4590], [0.1937, 4.4326, 0.8029], [-1.0933, -1.1597, -4.3177], [-1.3473, -1.0350, -2.5249], [-2.6747, 3.3818, 0.2676], [-2.3707, 4.1031, 1.9413], [1.2498, 4.2610, 0.5947], [2.3362, -1.9715, -3.6844], [2.5118, -0.5924, 3.0457], [-1.0976, 0.4363, -3.4784], [1.3847, -1.9050, 1.1121], [-0.1900, 2.6572, 1.8002], [-3.6837, -2.0495, -0.1688], [-3.7097, -0.6650, 1.7344], [3.9245, -0.0394, 1.2886], [1.7802, 1.0142, 3.1424], [3.7801, 1.5972, 1.7846], [0.9862, -0.1731, -4.2060], [0.9631, -2.5694, -4.4613], [0.1428, -2.1380, 2.2377], [-2.6493, -1.5469, -1.4019], [0.2055, 5.0297, 1.7147], [2.0312, -2.7981, -0.2731], [-2.0055, -0.1867, 2.0839], [0.9451, -2.7448, -2.7236], [-1.0808, -3.3413, 1.8993], [-2.4630, 2.4552, 1.5798], [-0.1890, 5.0977, 0.0287]],
  "nbo_charge": [1.618, -0.972, -1.033, -1.002, -0.970, -0.658, -0.753, -0.838, -0.855, -0.844, -0.841, 0.773, -0.631, -0.617, -0.640, -0.086, 0.065, 0.750, 0.136, -0.079, -0.604, 0.163, 0.172, 0.205, 0.165, 0.230, 0.201, 0.109, 0.204, 0.423, 0.137, 0.363, 0.395, 0.096, 0.111, 0.105, 0.083, 0.148, 0.436, 0.402, 0.159, 0.405, 0.431, 0.207, 0.368, 0.190, 0.176],
  "total_charge": -2,
  "multiplicity": 5,
  "max_force_ev_per_a": 7.1,
  "s_squared": 6.010,
  "homo_lumo_gap_ha": [0.1852, 0.1605],
  "de_lowest_kcal_mol": 79.35
}



Record 2
{
  "formula": "C6H11N3O2S",
  "method": "ωB97M-V/def2-TZVPD",
  "elements": ["S", "O", "O", "N", "N", "N", "C", "C", "C", "C", "C", "C", "H", "H", "H", "H", "H", "H", "H", "H", "H", "H", "H"],
  "positions_angstrom": [[-1.2798, 3.2067, -6.5160], [0.5546, -3.3321, 0.5741], [-1.4835, -2.4282, 1.0023], [-0.4498, 1.1569, -1.2955], [1.1548, 0.7015, 0.1671], [1.7700, -1.7136, 2.2373], [-1.0143, 0.5657, -0.1408], [-0.1826, -0.1642, 2.2009], [0.3444, -1.6187, 2.4554], [0.8691, 1.3226, -0.9762], [-0.0580, 0.2732, 0.7425], [-0.2790, -2.4397, 1.1869], [0.0437, -1.9613, 3.4388], [-1.9802, 0.2175, -0.1303], [-0.9866, 1.7506, -1.8845], [-1.2926, 3.8483, -5.3119], [-1.2850, -0.1592, 2.4777], [1.9980, -1.1010, 1.4727], [2.2549, -1.4183, 3.0165], [-1.9925, 4.1482, -7.0933], [1.3899, -3.2080, 1.0923], [0.3121, 0.5470, 2.8541], [1.5924, 1.8061, -1.5701]],
  "nbo_charge": [-0.279, -0.676, -0.595, -0.527, -0.499, -0.861, -0.078, -0.440, -0.138, 0.181, 0.069, 0.778, 0.223, 0.220, 0.413, 0.141, 0.239, 0.390, 0.368, 0.139, 0.507, 0.224, 0.201],
  "smiles": "N[C@@H](Cc1c[nH]cn1)C(=O)O.S",
  "max_force_ev_per_a": 3.5,
  "homo_lumo_gap_ha": 0.3448,
  "de_lowest_kcal_mol": 32.97
}



Record 3
{
  "formula": "C3H7OS",
  "method": "ωB97M-V/def2-TZVPD",
  "elements": ["S", "O", "C", "C", "C", "H", "H", "H", "H", "H", "H", "H"],
  "positions_angstrom": [[-2.0333, 0.6905, 0.2653], [2.5181, 0.5708, -0.5318], [1.4649, 0.8542, 0.0065], [-1.5556, -0.6531, -0.9075], [0.9437, 0.1825, 1.2351], [-0.8470, -1.4663, -0.7372], [0.3802, -0.6927, 0.8586], [-2.4009, -1.2550, -1.3334], [1.8098, -0.2696, 1.7364], [-1.1889, -0.1415, -1.8041], [0.7867, 1.5227, -0.5425], [0.1221, 0.6576, 1.7546]],
  "nbo_charge": [-0.715, -0.596, 0.445, -0.761, -0.773, 0.160, 0.271, 0.173, 0.201, 0.178, 0.133, 0.283],
  "total_charge": -1,
  "max_force_ev_per_a": 1.9,
  "homo_lumo_gap_ha": 0.2436,
  "de_lowest_kcal_mol": 25.57
}



Record 4
{
  "formula": "C16H17N",
  "method": "ωB97M-V/def2-TZVPD",
  "elements": ["N", "C", "C", "C", "C", "C", "C", "C", "C", "C", "C", "C", "C", "C", "C", "C", "C", "H", "H", "H", "H", "H", "H", "H", "H", "H", "H", "H", "H", "H", "H", "H", "H", "H"],
  "positions_angstrom": [[1.8991, 0.6437, -1.6553], [-1.2353, -0.2492, 1.3730], [1.8414, -0.6901, 0.1460], [1.4867, -1.7951, 0.9150], [0.3549, -2.6861, -0.9947], [-1.9324, -0.4786, 0.1683], [-1.5496, 2.1822, 1.0270], [0.6829, -1.5816, -1.7618], [-2.2422, 1.8924, -0.1575], [-1.1343, 1.0862, 1.7531], [-2.2630, 0.5935, -0.6738], [1.5354, -0.6051, -1.2309], [2.3932, 0.6243, 0.5551], [0.6774, -2.7753, 0.3849], [2.6196, 0.8638, 1.9929], [2.2820, 1.3975, -0.5247], [-2.9122, 0.3802, -2.0011], [1.9751, 0.8860, -2.6309], [2.6659, 2.3749, -0.7445], [-0.9200, -1.0433, 2.0209], [-2.5996, 1.1304, -2.7529], [-2.8651, 2.6773, -0.5712], [1.6935, -1.8552, 1.9822], [-2.5276, -0.4745, -2.5640], [0.2312, -1.6239, -2.7420], [3.4167, 0.1747, 2.3219], [-1.6713, 3.1517, 1.4885], [-4.0002, 0.4751, -2.0086], [-0.5465, 1.3004, 2.6553], [0.2468, -3.5814, 0.9559], [3.0640, 1.8612, 2.0996], [-2.1119, -1.4765, -0.2083], [-0.3982, -3.4018, -1.3229], [1.8436, 0.6223, 2.7056]],
  "nbo_charge": [-0.560, -0.212, -0.102, -0.194, -0.213, -0.185, -0.228, -0.267, -0.189, -0.213, -0.047, 0.203, -0.074, -0.244, -0.634, -0.024, -0.642, 0.412, 0.207, 0.221, 0.216, 0.204, 0.209, 0.219, 0.215, 0.216, 0.214, 0.223, 0.199, 0.212, 0.220, 0.211, 0.206, 0.222],
  "smiles": "Cc1c[nH]c2ccccc12.Cc1ccccc1",
  "max_force_ev_per_a": 3.4,
  "homo_lumo_gap_ha": 0.3252,
  "de_lowest_kcal_mol": 30.89
}